# 1
This record from the OMol25 dataset describes 8 unconnected molecules or ions with the total composition C32H56N8 in a non-equilibrium geometry. The level of theory is the ωB97M-V functional and the def2-TZVPD basis.

```
96
Properties=species:S:1:pos:R:3:forces:R:3
C 0.742902 3.194142 4.226163 1.1 -0.4 -0.6
C 1.494789 2.874919 5.516436 -0.3 0.2 0.2
C 2.814537 3.645158 5.662220 -0.3 0.5 0.7
C 3.764495 3.392400 4.587457 0.1 -0.2 -0.4
N 4.482763 3.172877 3.716714 -0.1 0.0 0.2
H 0.435540 4.236375 4.141467 -0.2 0.0 0.4
H -0.099281 2.527147 4.058706 -0.1 0.1 0.1
H 1.449910 3.054571 3.400732 -0.2 -0.2 -0.2
H 1.774199 1.830595 5.652362 -0.4 -0.2 -0.5
H 0.799044 3.101538 6.328361 0.4 0.2 0.3
H 3.290504 3.383119 6.610820 0.1 -0.1 0.0
H 2.646599 4.723550 5.726301 0.0 0.0 -0.2
C -3.249696 -5.446277 -0.437303 -0.8 0.3 -0.1
C -4.118158 -4.178161 -0.474513 -0.5 0.4 1.3
C -4.155793 -3.325966 -1.742984 -0.2 -0.3 -0.5
C -2.801597 -2.957829 -2.175937 -0.1 -0.2 0.0
N -1.707287 -2.712844 -2.425166 0.0 0.1 0.0
H -3.862863 -6.329736 -0.614423 0.1 0.0 -0.4
H -2.893358 -5.555823 0.584970 0.4 0.0 -0.1
H -2.444275 -5.378151 -1.166199 0.2 -0.2 0.2
H -3.825636 -3.556749 0.379614 0.3 0.3 -0.3
H -5.142425 -4.411786 -0.168745 -0.1 -0.2 -0.4
H -4.751934 -2.414708 -1.665172 0.1 0.1 0.5
H -4.688204 -3.857012 -2.536648 0.4 -0.2 -0.2
C -0.726481 4.250866 -3.047722 -0.2 -1.1 -1.7
C 0.765048 4.620738 -2.996958 -1.4 -0.1 1.5
C 1.035365 6.025553 -3.522554 0.7 0.2 0.5
C 1.586748 6.107441 -4.870662 -0.2 0.0 0.0
N 2.018098 6.183253 -5.931051 0.0 0.0 -0.1
H -0.975387 4.032112 -4.097482 -0.1 0.2 0.0
H -1.482871 4.974742 -2.746385 0.5 0.4 0.4
H -0.968362 3.301852 -2.565811 0.3 0.1 0.3
H 1.388860 3.833991 -3.413189 0.0 0.1 -0.4
H 1.001708 4.630281 -1.928169 0.3 0.1 -0.1
H 1.760133 6.461475 -2.828982 0.1 0.2 -0.3
H 0.150702 6.655817 -3.440916 -0.1 -0.1 -0.2
C 0.090127 -4.484322 1.848312 0.3 -0.4 -0.1
C 0.727191 -4.218086 0.491665 1.2 0.7 -0.5
C 1.303136 -5.452745 -0.227611 -0.5 -0.3 0.4
C 2.366683 -5.124858 -1.165200 -0.1 0.2 -0.4
N 3.193175 -4.848032 -1.912988 0.0 0.0 0.1
H 0.888769 -4.798878 2.524240 0.0 0.2 0.1
H -0.621454 -5.311534 1.887204 -0.2 0.1 -0.4
H -0.384350 -3.591547 2.249500 0.0 0.0 0.1
H 1.574617 -3.534095 0.627626 0.0 -0.1 0.4
H 0.171521 -3.630127 -0.244456 -0.7 -0.4 0.2
H 0.471139 -5.942136 -0.737733 0.2 -0.2 -0.2
H 1.733522 -6.192268 0.453358 -0.2 0.1 0.2
C 2.849595 0.361315 8.175914 -0.8 -1.1 -1.0
C 4.051613 0.037876 7.279631 0.6 -0.8 0.5
C 3.769415 -1.065949 6.242631 -0.5 0.2 -1.2
C 2.900787 -0.691469 5.089134 0.5 0.1 0.8
N 2.278330 -0.409388 4.168950 -0.2 0.0 -0.1
H 2.242492 1.147644 7.730143 0.0 0.2 0.3
H 2.946682 0.478489 9.251222 0.7 0.5 -0.1
H 2.244041 -0.550856 8.101139 -0.3 0.2 0.1
H 4.837420 -0.442669 7.870120 0.1 0.4 0.2
H 4.513109 0.889566 6.782075 -0.1 0.1 0.1
H 3.312191 -1.961112 6.666431 0.1 0.1 0.3
H 4.694580 -1.387995 5.760182 0.1 0.0 0.2
C 0.955365 0.482733 -3.330520 1.0 -0.4 0.0
C 2.182190 -0.214437 -2.685285 -0.2 1.1 -0.5
C 2.211626 -1.705567 -3.035277 -0.3 0.0 0.4
C 2.077792 -1.992380 -4.473228 0.5 0.3 0.6
N 1.935973 -2.174326 -5.594491 -0.1 -0.1 -0.4
H 0.684315 1.409677 -2.829407 -0.3 -0.2 0.3
H 0.170883 -0.271653 -3.367467 -0.5 0.5 0.0
H 1.219994 0.779586 -4.347036 -0.2 -0.2 -0.1
H 2.205655 -0.048902 -1.606355 -0.3 -0.5 0.1
H 3.072790 0.324320 -3.019559 0.2 -0.4 -0.2
H 1.334678 -2.195432 -2.598536 0.0 0.1 0.2
H 3.080010 -2.180237 -2.581325 0.1 -0.2 -0.4
C 0.733042 0.530995 1.198216 0.1 -0.5 0.2
C -0.051097 -0.694190 0.701854 0.4 0.1 -1.1
C -1.548890 -0.472477 0.448358 -0.1 0.3 0.9
C -1.866365 0.549403 -0.546304 0.5 -0.1 -0.3
N -2.078184 1.322088 -1.368003 -0.2 0.1 0.0
H 1.011516 1.104203 0.315958 0.3 0.3 0.2
H 1.593878 0.165000 1.757716 0.3 0.1 -0.4
H 0.278499 1.198726 1.932194 -0.6 -0.2 -0.2
H 0.175061 -1.595191 1.269696 -0.6 0.2 0.6
H 0.395179 -0.969127 -0.260575 0.0 0.1 -0.1
H -1.974811 -0.099007 1.383804 -0.3 -0.2 0.0
H -2.092167 -1.365761 0.142153 0.2 -0.2 0.1
C -4.326881 2.908859 -5.566994 -0.5 -0.5 -0.2
C -3.718900 1.739148 -4.792824 1.9 0.2 -0.6
C -4.595689 0.506654 -4.688197 -1.5 0.3 1.3
C -5.470192 0.244335 -5.827298 0.2 -0.2 -0.3
N -6.170826 -0.015389 -6.699245 0.0 0.1 0.0
H -4.316053 2.737872 -6.644701 0.1 -0.1 0.0
H -3.823043 3.855784 -5.391406 0.0 0.0 0.2
H -5.383859 2.989337 -5.298295 0.0 0.3 0.1
H -3.344299 2.082498 -3.827137 -0.6 -0.3 0.3
H -2.770766 1.429891 -5.252226 -0.2 0.1 -0.3
H -5.291638 0.706107 -3.856877 -0.1 0.0 -0.2
H -4.157478 -0.439438 -4.368187 0.7 0.2 -0.3
```
Forces are in eV/Å.

Properties
Gap between HOMO and LUMO   0.408 hartree
Energy relative to the best compared isomer or geometry (same formula, charge and spin)   171.6 kJ/mol
Net charge   0
SMILES string   CCCC#N.CCCC#N.CCCC#N.CCCC#N.CCCC#N.CCCC#N.CCCC#N.CCCC#N
HOMO energy   -10.9 eV
E_LUMO   0.2 eV

---

# 2
This record from the OMol25 dataset describes 13 unconnected molecules or ions with the total composition C32H57B2N12O3 in a non-equilibrium geometry. The level of theory is the ωB97M-V functional and the def2-TZVPD basis.

```
106
Properties=species:S:1:pos:R:3:forces:R:3
C 6.196808 -1.777229 -1.626670 -0.5 0.5 0.1
O 4.800574 -1.646876 -1.433971 0.2 -0.6 0.4
B 4.069237 -1.116206 -2.485842 -0.8 -0.1 0.4
O 4.759343 -0.191652 -3.231497 0.1 -0.2 -1.8
B 2.449121 -1.583015 -2.888867 -0.3 -0.1 0.3
O 1.456995 -1.487821 -1.725030 0.7 -0.6 -0.2
C 0.753436 -0.308518 -1.580480 0.0 -0.5 0.4
C -0.713240 -0.496870 -1.904973 -0.3 0.6 -0.2
C -1.401296 0.850710 -1.967150 0.3 -0.3 0.1
C -0.837010 -1.239428 -3.203957 -0.4 -0.1 -0.1
C -2.101641 -2.034622 -3.443276 0.0 0.3 -0.2
C -2.367179 -2.988641 -2.321185 -0.2 -0.3 -0.1
C -3.341998 -1.226165 -3.796797 0.0 -0.5 0.0
H 6.619137 -2.402274 -0.865041 0.1 -0.4 0.6
H 6.679568 -0.816709 -1.588433 0.4 0.5 0.1
H 6.431894 -2.209192 -2.582211 0.1 -0.3 -0.6
H 4.317917 -0.286864 -4.113628 0.6 0.7 0.8
H 2.025757 -0.896957 -3.848429 0.2 -0.1 0.7
H 2.465383 -2.779885 -3.273357 -0.1 0.2 0.0
H 1.146272 0.509620 -2.172979 0.3 0.3 -0.4
H 0.807853 0.004262 -0.550052 0.1 0.3 0.6
H -1.191165 -1.010493 -1.094717 0.0 -0.8 0.4
H -2.429145 0.763307 -2.250930 -0.7 0.0 -0.4
H -0.848575 1.461048 -2.656582 0.0 0.6 -0.5
H -1.374252 1.334830 -1.015457 0.1 0.4 0.7
H -0.715175 -0.532183 -4.007006 0.1 0.5 -0.6
H -0.016366 -1.923835 -3.286019 0.5 -0.4 0.1
H -1.894752 -2.648895 -4.299921 0.3 -0.4 -0.7
H -1.444606 -3.383690 -1.944782 0.5 -0.2 0.4
H -2.947691 -3.813151 -2.688557 -0.5 -0.6 -0.1
H -2.928562 -2.523678 -1.535531 -0.1 0.3 0.7
H -3.099810 -0.228354 -4.078825 0.1 0.9 -0.2
H -3.845815 -1.673538 -4.634602 -0.4 -0.3 -0.5
H -4.047066 -1.225045 -2.983331 -0.4 0.3 0.5
C 1.606708 -4.577660 -0.353217 0.2 0.4 -0.3
C 0.861706 -5.000283 0.815208 -0.1 0.0 0.1
N 0.270319 -5.335526 1.742216 0.0 0.0 0.0
H 1.270584 -5.114898 -1.237185 -0.1 0.0 0.0
H 1.474731 -3.505345 -0.545883 0.0 0.0 0.0
H 2.670005 -4.765839 -0.221787 0.0 0.0 0.1
C -0.504869 4.968144 -1.566114 0.5 0.3 0.1
C -1.303246 4.640880 -2.728280 -0.2 0.0 -0.1
N -1.966161 4.436497 -3.643175 0.0 0.0 0.0
H -0.935023 4.548022 -0.670155 -0.1 -0.1 0.1
H 0.507504 4.586309 -1.663042 0.0 -0.1 -0.2
H -0.449782 6.050345 -1.444708 -0.1 0.0 0.0
C 2.042680 3.073274 1.885533 0.2 0.0 0.3
C 1.272911 2.704376 0.713369 -0.1 -0.1 -0.2
N 0.682831 2.413140 -0.226771 0.1 0.4 0.2
H 1.585019 2.663830 2.783598 0.0 0.0 0.0
H 3.055106 2.682635 1.806346 0.0 0.0 0.0
H 2.092513 4.155939 1.983184 0.0 0.0 0.0
C 9.310388 1.311947 -1.819828 -0.1 0.3 -0.1
C 9.657950 0.025886 -1.246564 -0.1 -0.2 0.0
N 9.892629 -1.005369 -0.803323 0.1 0.0 0.1
H 8.952376 1.183126 -2.838895 0.0 -0.1 0.0
H 8.518594 1.780191 -1.239777 0.0 0.0 0.0
H 10.175585 1.971567 -1.830308 0.0 0.0 0.0
C -5.197294 -1.973739 1.020673 -0.3 -0.2 0.1
C -3.870093 -1.400185 0.899317 0.2 0.1 -0.2
N -2.827566 -0.946635 0.737578 -0.1 0.1 0.3
H -5.929590 -1.192552 1.211394 0.0 0.1 0.0
H -5.466160 -2.490208 0.100807 0.1 0.0 0.0
H -5.227070 -2.692090 1.837624 0.0 0.0 0.0
C -3.924355 2.624863 0.244775 -0.3 -0.4 -0.1
C -3.382403 3.956192 0.404359 0.3 0.1 0.0
N -2.869572 4.976172 0.527405 -0.2 0.2 0.1
H -3.280306 1.900455 0.739004 0.0 0.0 0.0
H -4.914691 2.559211 0.685223 0.0 0.0 0.1
H -3.984893 2.352716 -0.808002 0.1 0.1 0.0
C -3.524167 2.130976 4.750716 0.1 0.3 0.2
C -4.442872 1.674384 3.727047 -0.1 -0.1 -0.2
N -5.151565 1.319350 2.896920 -0.1 -0.1 0.1
H -3.674229 1.583291 5.674932 0.0 -0.1 0.0
H -2.492879 1.989111 4.439774 0.0 -0.1 -0.1
H -3.678263 3.189476 4.952461 -0.1 0.0 -0.1
C -3.408383 7.645668 -3.245853 -0.1 -0.3 0.1
C -3.084578 9.048977 -3.421913 0.0 0.2 0.0
N -2.831247 10.159798 -3.561353 0.0 0.0 0.0
H -4.006588 7.498026 -2.348983 0.0 0.1 0.0
H -3.970440 7.267904 -4.096640 0.0 0.0 -0.1
H -2.509931 7.042314 -3.152000 0.1 0.0 0.0
C 1.410700 -7.542209 3.699788 0.0 0.2 0.0
C 1.816520 -8.890809 4.055427 0.0 -0.2 0.1
N 2.132097 -9.958319 4.336294 0.0 0.0 0.0
H 0.853827 -7.529032 2.768936 0.0 0.0 -0.1
H 0.776119 -7.116367 4.473014 0.0 0.0 0.0
H 2.277871 -6.898045 3.577682 0.1 0.0 0.0
C -2.175536 -2.004594 6.362532 -0.1 -0.3 -0.1
C -1.759693 -0.617773 6.440430 0.2 0.2 0.0
N -1.414783 0.475358 6.499354 0.0 0.0 0.1
H -1.414359 -2.650014 6.794341 0.1 0.0 0.0
H -3.106307 -2.151866 6.905780 0.0 0.0 0.0
H -2.325885 -2.294480 5.324839 0.0 0.0 -0.1
C 1.347090 -1.237280 -6.141172 -0.5 0.1 -0.5
C 2.792075 -1.200254 -6.118217 0.1 -0.1 0.4
N 3.932521 -1.183301 -5.996852 0.2 0.1 -0.4
H 0.970264 -1.030043 -7.142408 0.0 0.0 -0.1
H 0.999313 -2.217044 -5.822282 0.0 0.0 0.1
H 0.953161 -0.498189 -5.447614 0.1 -0.1 0.0
C -0.328491 2.220482 9.696330 0.1 0.2 -0.4
C -0.638143 1.533623 10.935567 -0.1 -0.1 0.2
N -0.888190 0.988932 11.914144 0.0 0.0 0.0
H -0.651970 1.636905 8.837103 0.0 -0.1 0.0
H -0.826108 3.187015 9.656224 -0.1 0.0 0.1
H 0.742024 2.390637 9.605129 0.1 0.0 0.1
```
Forces are in eV/Å.

Properties
Gap between HOMO and LUMO   0.196 hartree
Net charge   -1
HOMO energy   -4.0 eV
E_LUMO   1.4 eV

---

The lowest E_LUMO belongs to which entry?
C32H56N8

---

Among the records above, which one has the highest HOMO energy?
C32H57B2N12O3

---

The lowest E_LUMO belongs to which entry?
C32H56N8

---

What is the HOMO energy in the second record?
-4.0 eV